{"formula": "C31H46Cl51N4O", "method": "the ωB97M-V functional and the def2-TZVPD basis", "e_lumo_ev": [0.007, -0.320], "s_squared": 0.7546, "total_charge": 0, "homo_energy_ev": [-8.98, -9.61], "spin_multiplicity": 2, "energy_ev": -679534.817, "orbital_gap_ev": [8.99, 9.29], "elements": ["C", "C", "C", "C", "C", "C", "C", "C", "C", "N", "C", "N", "N", "C", "C", "C", "C", "N", "O", "H", "H", "H", "H", "H", "H", "H", "H", "H", "H", "H", "H", "H", "H", "H", "H", "H", "H", "H", "H", "H", "H", "H", "H", "H", "H", "H", "H", "H", "C", "Cl", "Cl", "Cl", "H", "C", "Cl", "Cl", "Cl", "H", "C", "Cl", "Cl", "Cl", "H", "C", "Cl", "Cl", "Cl", "H", "C", "Cl", "Cl", "Cl", "H", "C", "Cl", "Cl", "Cl", "H", "C", "Cl", "Cl", "Cl", "H", "C", "Cl", "Cl", "Cl", "H", "C", "Cl", "Cl", "Cl", "H", "C", "Cl", "Cl", "Cl", "H", "C", "Cl", "Cl", "Cl", "H", "C", "Cl", "Cl", "Cl", "H", "C", "Cl", "Cl", "Cl", "H", "C", "Cl", "Cl", "Cl", "H", "C", "Cl", "Cl", "Cl", "H", "C", "Cl", "Cl", "Cl", "H", "C", "Cl", "Cl", "Cl", "H"], "coordinates": [[5.059, -1.896, 0.115], [4.947, -0.349, -0.512], [3.741, -0.464, -1.666], [4.550, 0.613, 0.753], [4.743, 2.220, 0.500], [3.417, 3.135, 0.821], [2.559, 3.598, -0.496], [1.805, 2.270, -1.094], [0.216, 2.468, -1.443], [-0.735, 1.990, -0.367], [-0.206, 2.235, 1.031], [-0.137, 3.474, 1.655], [0.286, 0.993, 1.793], [5.385, 2.430, -0.993], [6.645, 1.398, -1.171], [7.375, 1.817, -2.617], [7.844, 1.604, -0.028], [6.291, -0.069, -1.143], [6.377, -0.650, -2.357], [3.972, -2.136, 0.548], [5.362, -2.612, -0.761], [5.855, -1.884, 1.004], [3.899, -1.469, -2.290], [2.687, -0.579, -1.150], [3.800, 0.406, -2.450], [5.185, 0.301, 1.685], [3.414, 0.407, 1.051], [5.579, 2.579, 1.273], [3.826, 4.140, 1.320], [2.791, 2.602, 1.661], [3.207, 4.192, -1.284], [1.728, 4.349, -0.117], [2.038, 1.357, -0.374], [2.352, 2.004, -2.119], [0.003, 1.803, -2.409], [0.013, 3.592, -1.773], [-1.012, 0.987, -0.522], [-0.518, 4.165, 0.963], [0.040, 0.132, 1.223], [1.323, 1.011, 1.911], [5.826, 3.533, -1.016], [4.629, 2.341, -1.881], [7.877, 2.876, -2.394], [6.590, 2.021, -3.474], [8.240, 1.089, -2.919], [7.691, 0.693, 0.729], [8.886, 1.504, -0.552], [7.673, 2.620, 0.530], [-3.216, 2.094, 3.474], [-3.719, 3.792, 3.400], [-2.826, 1.633, 5.140], [-4.482, 1.042, 2.818], [-2.318, 1.974, 2.864], [-0.117, 0.967, 8.039], [0.126, 0.508, 6.345], [-1.813, 1.387, 8.333], [0.396, -0.343, 9.117], [0.498, 1.846, 8.249], [-2.644, 0.886, -4.257], [-3.226, -0.717, -4.737], [-2.869, 1.134, -2.517], [-0.940, 1.088, -4.699], [-3.230, 1.639, -4.791], [-5.833, 4.461, 0.449], [-4.622, 4.251, -0.827], [-6.386, 6.143, 0.512], [-7.201, 3.364, 0.194], [-5.368, 4.215, 1.408], [-5.841, -0.629, -0.479], [-7.005, 0.420, -1.305], [-6.682, -1.904, 0.420], [-4.704, -1.334, -1.641], [-5.274, -0.023, 0.232], [-5.552, 10.150, 0.620], [-4.341, 9.940, -0.656], [-6.105, 11.832, 0.683], [-6.920, 9.053, 0.365], [-5.088, 9.904, 1.579], [-2.261, -4.526, 0.119], [-2.559, -4.678, -1.621], [-1.041, -3.280, 0.435], [-3.765, -4.155, 0.978], [-1.880, -5.482, 0.488], [-1.636, -4.229, -5.417], [-1.393, -4.688, -7.111], [-3.332, -3.809, -5.123], [-1.123, -5.539, -4.339], [-1.022, -3.350, -5.207], [3.780, -1.168, -5.568], [3.540, -2.724, -4.756], [4.361, -1.413, -7.224], [2.277, -0.229, -5.569], [4.537, -0.605, -5.017], [1.799, -5.461, -9.341], [2.600, -6.970, -9.810], [2.811, -4.545, -8.211], [1.424, -4.485, -10.772], [0.861, -5.710, -8.839], [-8.216, 0.451, 3.962], [-9.758, 0.022, 4.722], [-7.904, -0.585, 2.559], [-8.210, 2.159, 3.489], [-7.417, 0.293, 4.692], [-10.881, -3.671, 6.136], [-9.165, -3.656, 6.577], [-11.254, -5.086, 5.136], [-11.897, -3.650, 7.587], [-11.095, -2.771, 5.553], [8.652, 0.974, 3.794], [9.863, 0.765, 2.518], [8.099, 2.656, 3.857], [7.284, -0.122, 3.539], [9.117, 0.728, 4.753], [-5.849, -6.675, 3.769], [-6.711, -5.517, 2.743], [-4.163, -6.835, 3.246], [-5.928, -6.181, 5.469], [-6.334, -7.650, 3.671], [9.005, 4.505, -5.051], [8.967, 2.752, -5.309], [8.884, 5.364, -6.597], [7.699, 5.001, -3.961], [9.959, 4.765, -4.586], [-13.049, -4.521, 11.716], [-13.911, -3.363, 10.689], [-11.363, -4.681, 11.193], [-13.128, -4.027, 13.415], [-13.534, -5.496, 11.618], [5.626, -7.224, -7.361], [5.045, -8.827, -7.841], [5.401, -6.975, -5.621], [7.330, -7.022, -7.803], [5.041, -6.471, -7.894]], "atomic_forces_ev_per_a": [[-0.4, 1.2, 0.2], [-1.7, -2.5, 1.1], [0.6, -0.9, -0.3], [-0.3, 0.2, 0.1], [0.6, -0.1, 0.0], [1.2, 1.3, 0.0], [-0.9, -0.3, 1.2], [0.9, 0.2, -1.1], [0.8, -0.4, -1.4], [1.2, 0.1, 1.7], [0.6, 2.1, 1.4], [-0.6, -5.2, -3.5], [-0.9, 1.1, -2.3], [0.6, 0.4, 1.0], [2.4, 2.0, -1.0], [0.0, 0.9, 0.9], [-1.5, -0.8, 0.1], [-2.1, 0.9, -3.1], [0.2, 0.7, 2.7], [2.5, 0.2, -0.9], [-0.6, 1.3, 1.9], [-1.7, -0.2, -2.0], [-0.2, 2.3, 1.5], [2.2, 0.6, -1.0], [-0.3, -1.6, 1.7], [-1.1, 0.5, -1.8], [2.4, 0.2, -0.8], [-1.8, -0.8, -1.7], [-0.9, -2.1, -1.0], [0.9, 1.1, -1.8], [-1.2, -1.5, 1.6], [1.7, -1.5, -0.7], [-0.9, 2.0, -1.6], [-1.3, 0.5, 2.2], [0.3, 1.5, 2.3], [0.4, -2.3, 1.0], [0.7, 1.5, 0.4], [0.3, -0.8, 0.6], [0.6, 1.5, 0.9], [-1.2, 0.2, -0.1], [-0.8, -2.3, -0.1], [1.4, 0.0, 1.8], [-1.1, -2.4, -0.4], [1.6, -0.8, 1.7], [-2.0, 1.3, 0.5], [0.5, 2.2, -1.5], [-2.0, 0.3, 1.2], [0.7, -1.9, -1.1], [0.3, -0.1, 0.1], [0.1, -0.1, 0.0], [-0.2, 0.1, -0.4], [0.0, 0.0, 0.0], [-0.2, 0.1, 0.2], [0.1, 0.0, -0.1], [0.1, 0.1, 0.3], [0.2, 0.0, 0.0], [0.0, 0.2, -0.1], [-0.2, -0.3, -0.1], [-0.2, 0.0, 0.0], [0.2, 0.4, 0.0], [0.2, 0.3, -0.5], [-0.2, 0.0, -0.1], [0.2, -0.2, 0.2], [-0.1, 0.0, 0.1], [0.0, 0.0, 0.2], [0.3, -0.5, 0.0], [0.2, 0.2, 0.1], [-0.2, 0.0, -0.4], [0.0, 0.1, -0.1], [0.2, -0.3, 0.0], [0.4, -0.4, -0.7], [-0.3, -0.2, 0.3], [-0.2, -0.2, -0.2], [0.0, 0.0, 0.0], [-0.1, 0.0, 0.2], [0.1, -0.2, 0.0], [0.0, 0.6, 0.0], [-0.2, 0.1, -0.3], [-0.3, -0.1, 0.0], [0.0, 0.0, 0.5], [0.0, -0.1, 0.0], [0.3, 0.0, -0.1], [-0.1, 0.3, -0.1], [0.1, 0.0, 0.1], [0.0, 0.1, 0.1], [0.2, -0.3, -0.1], [0.0, 0.2, -0.4], [-0.2, -0.3, -0.1], [0.2, 0.0, 0.0], [0.0, 0.1, -0.2], [0.0, 0.1, 0.2], [0.1, -0.1, 0.0], [-0.2, -0.2, -0.1], [-0.1, 0.0, 0.0], [-0.1, 0.2, 0.1], [-0.1, -0.1, -0.1], [0.0, -0.1, 0.2], [0.3, 0.1, -0.1], [0.0, 0.0, 0.0], [0.1, 0.0, 0.0], [-0.2, 0.6, 0.8], [0.0, -0.2, 0.1], [-0.3, 0.1, -0.2], [0.0, 0.1, 0.0], [-0.2, 0.0, -0.1], [0.0, 0.2, 0.1], [0.1, 0.0, -0.2], [0.1, -0.3, 0.2], [0.1, 0.0, 0.0], [0.0, 0.0, 0.3], [0.1, -0.2, 0.0], [0.1, 0.1, 0.1], [-0.2, 0.1, -0.3], [0.0, 0.0, 0.0], [0.1, -0.2, 0.1], [-0.2, -0.1, 0.1], [0.0, -0.1, -0.2], [0.2, 0.4, 0.0], [0.1, 0.0, 0.0], [0.1, 0.3, -0.1], [0.1, -0.1, 0.2], [0.2, 0.2, -0.2], [-0.3, -0.1, -0.2], [0.0, -0.1, 0.0], [0.1, -0.2, 0.1], [-0.2, 0.0, 0.1], [0.0, -0.1, -0.2], [0.2, 0.4, 0.0], [0.0, 0.0, 0.0], [0.1, 0.2, 0.1], [0.0, 0.0, -0.2], [-0.2, 0.0, 0.0], [0.2, -0.3, 0.2]], "lowdin_charge": [-0.06, -0.41, -0.06, -0.10, -0.26, -0.17, -0.20, -0.18, -0.22, -0.06, -0.38, 0.10, 0.06, -0.10, -0.40, -0.14, -0.07, -0.12, -0.06, 0.10, 0.09, 0.09, 0.05, 0.09, 0.07, 0.08, 0.11, 0.13, 0.12, 0.10, 0.12, 0.10, 0.08, 0.10, 0.05, 0.14, 0.07, 0.05, 0.08, 0.05, 0.14, 0.11, 0.04, 0.08, 0.08, 0.05, 0.09, 0.08, -1.50, 0.56, 0.50, 0.54, -0.01, -1.53, 0.50, 0.50, 0.52, 0.02, -1.47, 0.50, 0.54, 0.54, 0.03, -1.53, 0.51, 0.49, 0.49, -0.06, -1.50, 0.52, 0.47, 0.49, -0.02, -1.53, 0.52, 0.52, 0.48, 0.02, -1.52, 0.49, 0.50, 0.49, 0.02, -1.51, 0.53, 0.49, 0.50, 0.02, -1.52, 0.52, 0.52, 0.50, 0.01, -1.53, 0.53, 0.51, 0.53, -0.02, -1.52, 0.52, 0.48, 0.51, 0.02, -1.54, 0.50, 0.52, 0.50, 0.00, -1.51, 0.54, 0.52, 0.53, 0.02, -1.53, 0.51, 0.50, 0.52, 0.02, -1.51, 0.55, 0.52, 0.54, 0.02, -1.54, 0.50, 0.51, 0.51, 0.02, -1.55, 0.50, 0.51, 0.52, -0.04]}